(i)
11
Properties=species:S:1:pos:R:3:lowdin_charge:R:1 method="wB97M-V/def2-TZVPD" mol_weight_g_mol=83.1 spin_multiplicity=1 homo_lumo_gap_ev=9.47 charge=0
C -1.27 -0.67 0.74 -0.07
C -0.35 0.51 0.63 -0.24
C 2.05 -0.66 -0.75 0.14
O 1.44 0.38 -1.31 -0.02
C 0.38 0.78 -0.55 -0.45
N -0.57 1.58 -0.54 0.26
H -2.20 -0.40 1.25 0.07
H -1.51 -1.08 -0.25 0.08
H -0.78 -1.46 1.32 0.08
H 0.03 0.93 1.56 0.12
H 2.87 -0.86 -1.47 0.02



(ii)
11
Properties=species:S:1:pos:R:3:lowdin_charge:R:1 method="wB97M-V/def2-TZVPD" mol_weight_g_mol=83.1 spin_multiplicity=1 smiles=N#CC[C@H]1CO1 homo_lumo_gap_ev=11.78 charge=0
N 3.09 -0.28 0.84 0.14
C 2.08 -0.36 0.27 -0.22
C 0.78 -0.46 -0.40 -0.12
C -0.33 0.17 0.44 -0.30
C -1.59 0.60 -0.18 -0.11
O -1.50 -0.63 0.52 -0.04
H 0.53 -1.52 -0.53 0.13
H 0.86 0.00 -1.39 0.13
H -0.02 0.62 1.39 0.15
H -2.21 1.34 0.31 0.11
H -1.69 0.53 -1.26 0.12



(iii)
11
Properties=species:S:1:pos:R:3:lowdin_charge:R:1 method="wB97M-V/def2-TZVPD" mol_weight_g_mol=83.1 spin_multiplicity=1 smiles=Cc1ccon1 homo_lumo_gap_ev=10.85 charge=0
C -1.77 -0.03 0.11 -0.03
C -0.28 -0.16 0.00 -0.34
C 0.78 0.81 -0.23 -0.03
C 1.89 0.09 0.06 -0.15
O 1.62 -1.17 0.32 -0.02
N 0.24 -1.32 0.31 0.10
H -2.21 -1.01 0.31 0.08
H -2.06 0.62 0.95 0.08
H -2.21 0.39 -0.79 0.08
H 1.10 1.34 -1.12 0.11
H 2.91 0.45 0.09 0.13



The structure with the least stability is (i).



(i)
13
Properties=species:S:1:pos:R:3:lowdin_charge:R:1 method="wB97M-V/def2-TZVPD" mol_weight_g_mol=87.1 spin_multiplicity=1 homo_lumo_gap_ev="7.09 / 7.09" charge=+1
H 1.78 2.55 -0.40 0.11
N 0.96 2.59 0.17 0.28
N 0.82 1.64 0.94 -0.01
C 1.29 0.27 0.81 -0.13
N 0.29 -0.66 0.23 0.04
N -0.78 -0.35 -0.27 -0.07
C -1.58 -1.28 -0.93 -0.08
H 0.03 1.85 1.67 0.24
H 1.65 0.03 1.78 0.12
H 2.08 0.23 -0.05 0.18
H -1.74 -0.97 -1.93 0.08
H -2.36 -1.28 -0.21 0.09
H -0.96 -2.35 -0.92 0.15



(ii)
13
Properties=species:S:1:pos:R:3:lowdin_charge:R:1 method="wB97M-V/def2-TZVPD" mol_weight_g_mol=87.1 spin_multiplicity=1 smiles="N[N+]1=NCCN1" homo_lumo_gap_ev="8.66 / 8.46" charge=+1
N 0.67 1.19 1.81 0.18
N 0.40 0.49 0.72 -0.16
N 0.71 0.88 -0.70 0.19
C 0.26 -0.18 -1.48 -0.20
C -0.79 -0.99 -0.63 -0.06
N -0.39 -0.62 0.77 0.10
H 1.60 1.60 1.83 0.15
H -0.13 1.47 2.32 0.13
H 1.18 -0.88 -1.86 0.19
H 0.04 0.27 -2.40 0.11
H -1.71 -0.64 -0.96 0.10
H -0.77 -1.96 -0.95 0.09
H -1.07 -0.63 1.54 0.17



(iii)
13
Properties=species:S:1:pos:R:3:lowdin_charge:R:1 method="wB97M-V/def2-TZVPD" mol_weight_g_mol=87.1 spin_multiplicity=1 smiles="[H]/N=N/C/[NH+]=C/N" homo_lumo_gap_ev=9.33 charge=+1
H -3.82 -0.79 -0.02 0.09
N -3.14 0.01 -0.04 0.11
N -2.01 -0.47 0.11 -0.06
C -0.94 0.46 -0.01 -0.24
N 0.27 -0.29 0.05 0.04
C 1.45 0.26 -0.01 -0.16
N 2.59 -0.36 -0.04 0.18
H -0.96 1.06 0.97 0.16
H -0.93 1.28 -0.72 0.13
H 0.18 -1.33 -0.22 0.21
H 1.40 1.34 -0.21 0.17
H 3.37 0.29 0.04 0.15
H 2.55 -1.45 0.09 0.21



(iv)
13
Properties=species:S:1:pos:R:3:lowdin_charge:R:1 method="wB97M-V/def2-TZVPD" mol_weight_g_mol=87.1 spin_multiplicity=1 homo_lumo_gap_ev=10.52 charge=+1
H 0.99 1.83 3.00 0.13
N -0.03 1.61 2.58 0.10
N -0.12 1.04 1.50 -0.15
N 0.87 0.80 0.56 0.06
N 0.38 -0.14 -0.53 -0.02
C -0.35 -1.32 -0.13 -0.03
C -1.06 -0.21 -0.82 -0.01
H 1.80 0.74 0.98 0.15
H 0.91 -0.07 -1.38 0.20
H -0.53 -1.39 1.00 0.17
H -0.14 -2.19 -0.66 0.11
H -1.30 -0.54 -1.90 0.17
H -1.66 0.53 -0.29 0.13



The structure with the least stability is (iv).



(i)
27
Properties=species:S:1:pos:R:3:lowdin_charge:R:1 method="wB97M-V/def2-TZVPD" mol_weight_g_mol=206.2 spin_multiplicity=1 homo_lumo_gap_ev="7.51 / 7.51" charge=-1
C 2.14 2.03 0.07 -0.08
C 2.07 1.60 -1.25 -0.08
C 1.04 1.51 0.74 -0.07
C 0.83 0.96 -1.38 -0.10
C -2.31 -1.23 -1.10 -0.13
C -3.41 1.06 -0.13 -0.67
C -2.07 0.20 -0.81 -0.18
C -0.94 0.31 0.12 -0.17
C -1.35 0.22 1.62 -0.05
C 0.70 -2.25 -0.08 -0.17
N -1.53 -2.14 -0.62 -0.02
N 0.28 0.90 -0.19 -0.08
N -0.59 -1.84 0.27 -0.12
O -3.51 2.17 -0.64 -0.03
O -4.14 0.47 0.67 -0.04
H 2.89 2.57 0.43 0.04
H 2.61 1.69 -2.14 0.07
H 0.76 1.72 1.69 0.08
H 0.21 0.49 -2.13 0.13
H -3.23 -1.40 -1.75 0.13
H -1.77 0.91 -1.58 0.12
H -2.18 -0.45 1.89 0.09
H -1.64 1.12 2.06 0.05
H -0.42 0.11 2.25 0.08
H 0.56 -3.12 -0.68 0.05
H 1.35 -1.64 -0.76 0.07
H 1.16 -2.32 0.94 0.08



(ii)
27
Properties=species:S:1:pos:R:3:lowdin_charge:R:1 method="wB97M-V/def2-TZVPD" mol_weight_g_mol=206.2 spin_multiplicity=1 smiles="CN1N=C[C@@H](C(=O)[O-])[C@]1(C)n1cccc1" homo_lumo_gap_ev=7.79 charge=-1
C 2.09 -1.50 -0.80 -0.10
N 1.56 -0.25 -0.34 -0.16
N 2.13 0.86 -0.88 0.05
C 1.26 1.76 -1.10 -0.12
C -0.15 1.37 -0.91 -0.13
C -0.97 1.43 -2.34 -0.73
O -2.04 2.03 -2.26 -0.04
O -0.42 0.88 -3.29 -0.04
C -0.03 -0.04 -0.32 -0.32
C -0.76 -1.13 -1.10 -0.02
N -0.42 -0.08 1.08 -0.05
C -1.70 0.04 1.51 -0.11
C -1.71 0.00 2.88 -0.12
C -0.38 -0.13 3.30 -0.12
C 0.39 -0.17 2.16 -0.10
H 3.18 -1.41 -0.77 0.08
H 1.79 -2.30 -0.11 0.08
H 1.79 -1.76 -1.82 0.08
H 1.56 2.73 -1.46 0.11
H -0.70 2.04 -0.24 0.13
H -0.59 -2.11 -0.66 0.08
H -0.41 -1.11 -2.13 0.08
H -1.82 -0.92 -1.11 0.09
H -2.51 0.15 0.82 0.12
H -2.58 0.07 3.51 0.08
H -0.03 -0.18 4.31 0.08
H 1.46 -0.26 2.05 0.11



The structure with the least stability is (i).



(i)
15
Properties=species:S:1:pos:R:3:lowdin_charge:R:1 method="wB97M-V/def2-TZVPD" mol_weight_g_mol=96.1 spin_multiplicity=1 smiles=Cn1ccc(N)c1 homo_lumo_gap_ev=8.45 charge=0
C -1.83 -0.21 -1.42 -0.03
N -0.82 0.09 -0.43 -0.19
C -0.49 1.30 0.11 -0.11
C 0.65 1.13 0.88 -0.05
C 1.04 -0.23 0.78 -0.35
N 2.09 -0.82 1.52 0.07
C 0.14 -0.83 -0.07 -0.07
H -1.56 0.20 -2.39 0.09
H -1.92 -1.30 -1.47 0.09
H -2.79 0.19 -1.09 0.09
H -1.05 2.19 -0.11 0.11
H 1.14 1.90 1.46 0.10
H 2.85 -0.17 1.66 0.08
H 2.44 -1.66 1.10 0.08
H 0.12 -1.79 -0.55 0.11



(ii)
15
Properties=species:S:1:pos:R:3:lowdin_charge:R:1 method="wB97M-V/def2-TZVPD" mol_weight_g_mol=96.1 spin_multiplicity=1 smiles=Cc1c[nH]c(N)c1 homo_lumo_gap_ev=8.96 charge=0
C 1.57 -0.88 -1.58 -0.07
C 0.50 -0.25 -0.73 -0.30
C -0.72 0.22 -1.16 -0.09
N -1.42 0.65 -0.07 0.06
C -0.67 0.46 1.07 -0.39
N -1.25 0.72 2.33 0.07
C 0.53 -0.07 0.68 -0.02
H 2.39 -0.20 -1.81 0.07
H 2.00 -1.75 -1.07 0.07
H 1.15 -1.24 -2.53 0.07
H -1.14 0.27 -2.16 0.11
H -2.36 1.02 -0.06 0.15
H -1.17 -0.11 2.92 0.08
H -0.79 1.48 2.82 0.07
H 1.35 -0.33 1.34 0.11



The structure with the least stability is (i).



(i)
15
Properties=species:S:1:pos:R:3:lowdin_charge:R:1 method="wB97M-V/def2-TZVPD" mol_weight_g_mol=96.1 spin_multiplicity=1 homo_lumo_gap_ev="7.73 / 7.73" charge=0
C 0.90 2.38 -0.36 0.03
N 0.73 1.19 0.12 -0.26
C -0.40 0.61 0.59 -0.12
C -0.37 -0.67 -0.18 -0.40
C -1.23 -1.75 0.39 -0.08
C 1.12 -0.86 -0.25 -0.08
N 1.77 0.22 -0.09 0.13
H -0.60 -0.45 -1.24 0.15
H 1.89 2.63 -0.68 0.06
H 0.00 2.98 -0.32 0.08
H -1.28 1.26 0.57 0.10
H -1.11 -2.65 -0.21 0.07
H -2.26 -1.39 0.37 0.08
H -0.95 -1.92 1.43 0.08
H 1.65 -1.78 -0.52 0.13



(ii)
15
Properties=species:S:1:pos:R:3:lowdin_charge:R:1 method="wB97M-V/def2-TZVPD" mol_weight_g_mol=96.1 spin_multiplicity=1 homo_lumo_gap_ev=9.07 charge=0
C -2.91 -0.60 0.08 0.10
N -1.18 0.35 -0.63 -0.15
C -0.09 -0.50 -0.69 -0.06
C 0.94 0.11 -0.04 -0.26
C 2.33 -0.39 0.20 -0.06
C 0.38 1.37 0.36 -0.11
N -0.87 1.51 -0.01 0.06
H -2.01 0.30 -1.23 0.10
H -3.01 0.15 0.89 -0.04
H -2.35 -1.43 0.56 -0.05
H -0.17 -1.47 -1.17 0.13
H 3.07 0.26 -0.27 0.08
H 2.46 -1.39 -0.21 0.08
H 2.55 -0.44 1.27 0.08
H 0.87 2.17 0.90 0.11



(iii)
15
Properties=species:S:1:pos:R:3:lowdin_charge:R:1 method="wB97M-V/def2-TZVPD" mol_weight_g_mol=96.1 spin_multiplicity=1 smiles="CN1C=C=CN1C" homo_lumo_gap_ev=7.82 charge=0
C -1.66 -0.53 0.42 -0.02
N -0.47 -0.34 -0.38 -0.15
C -0.35 -0.45 -1.74 -0.15
C 0.76 0.21 -2.28 -0.10
C 1.27 0.75 -1.10 -0.15
N 0.54 0.47 0.03 -0.14
C 1.06 0.37 1.37 -0.02
H -2.22 0.41 0.52 0.10
H -1.43 -0.93 1.41 0.08
H -2.29 -1.25 -0.11 0.09
H -1.12 -1.03 -2.23 0.10
H 2.16 1.35 -0.93 0.10
H 1.98 0.96 1.41 0.09
H 1.31 -0.67 1.61 0.10
H 0.37 0.76 2.12 0.08



The structure with the least stability is (ii).



(i)
15
Properties=species:S:1:pos:R:3:lowdin_charge:R:1 method="wB97M-V/def2-TZVPD" mol_weight_g_mol=96.1 spin_multiplicity=1 smiles=CCn1ccnc1 homo_lumo_gap_ev=9.81 charge=0
C 0.22 -1.55 -0.77 -0.07
C 0.53 -0.12 -1.27 -0.18
N 0.02 0.74 -0.22 -0.14
C 0.69 0.96 0.96 -0.10
C -0.29 1.11 1.91 -0.15
N -1.54 0.92 1.36 0.06
C -1.30 0.68 0.09 -0.22
H -0.66 -2.01 -1.24 0.07
H 1.08 -2.21 -0.85 0.07
H -0.02 -1.49 0.31 0.08
H 0.09 0.26 -2.21 0.12
H 1.61 0.04 -1.39 0.11
H 1.77 0.95 1.00 0.12
H -0.17 1.37 2.95 0.09
H -2.03 0.35 -0.64 0.13



(ii)
15
Properties=species:S:1:pos:R:3:lowdin_charge:R:1 method="wB97M-V/def2-TZVPD" mol_weight_g_mol=96.1 spin_multiplicity=1 homo_lumo_gap_ev=10.26 charge=0
H -2.34 -2.17 0.69 0.05
N -2.32 -1.57 -0.14 0.15
C -1.20 -1.01 0.00 -0.34
C -0.06 -1.26 1.01 -0.06
C 0.76 -0.33 0.13 -0.23
C -0.37 -0.07 -0.81 -0.15
N 0.07 0.95 0.17 -0.09
C 0.84 2.03 -0.43 -0.10
H 0.27 -2.30 1.02 0.12
H -0.20 -0.92 2.04 0.11
H 1.81 -0.41 -0.12 0.14
H -0.36 0.13 -1.88 0.15
H 1.48 1.70 -1.26 0.08
H 1.47 2.45 0.36 0.09
H 0.15 2.80 -0.79 0.09



(iii)
15
Properties=species:S:1:pos:R:3:lowdin_charge:R:1 method="wB97M-V/def2-TZVPD" mol_weight_g_mol=96.1 spin_multiplicity=1 homo_lumo_gap_ev="7.47 / 9.24" charge=0
C 0.72 2.07 -0.50 -0.12
C 0.88 0.63 -0.82 -0.12
C 0.70 -0.37 0.22 -0.24
N -0.76 -0.41 0.52 -0.04
C -1.37 -1.59 1.14 -0.03
C -1.37 -1.34 -0.35 -0.46
N -1.35 -1.60 -1.54 0.22
H 0.60 2.22 0.58 0.07
H -0.15 2.51 -0.99 0.08
H 1.59 2.65 -0.84 0.07
H 1.25 0.34 -1.80 0.10
H 1.09 -1.35 -0.05 0.12
H 1.15 -0.01 1.16 0.12
H -0.74 -2.40 1.50 0.11
H -2.24 -1.36 1.75 0.10



(iv)
15
Properties=species:S:1:pos:R:3:lowdin_charge:R:1 method="wB97M-V/def2-TZVPD" mol_weight_g_mol=96.1 spin_multiplicity=1 smiles=Cc1c[nH]c(N)c1 homo_lumo_gap_ev=8.73 charge=0
C -2.09 -0.48 -0.24 -0.03
C -0.91 0.57 0.78 -0.12
C -0.28 1.59 -0.07 -0.13
N 0.87 1.14 -0.46 0.09
C 1.06 -0.18 0.00 -0.39
N 2.40 -0.63 0.04 0.09
C 0.05 -0.50 0.75 -0.16
H -1.95 -1.10 -1.23 0.10
H -2.42 -1.16 0.50 0.02
H -2.75 0.30 -0.43 -0.01
H -0.58 2.62 -0.37 0.13
H 1.58 1.72 -0.85 0.14
H 2.57 -0.98 0.99 0.09
H 2.53 -1.36 -0.58 0.04
H -0.08 -1.56 1.17 0.14



The structure with the least stability is (iii).